Record 1
ORCA calculation (ωB97M-V/def2-TZVPD) on a 4-piece molecular cluster, C2H14N2O3 overall in a non-equilibrium geometry.

Atoms and positions in Å:
C: 1.39524 2.19218 -0.72226
C: 0.24350 1.14610 -0.78855
N: -0.82767 1.36296 0.29055
N: 2.36750 1.84547 -1.75653
H: 1.83940 2.14862 0.31635
H: 0.82495 3.07613 -1.05782
H: 0.66616 0.23967 -0.47646
H: -0.14610 0.96635 -1.85164
H: -1.61734 0.73820 0.04581
H: -0.41814 1.21209 1.20904
H: 3.25700 1.66817 -1.27750
H: 2.44126 2.55808 -2.43057
H: 4.13592 -1.38833 -1.95610
H: 3.28747 -2.63462 -2.48888
O: 3.42427 -1.69043 -2.58027
H: -5.59778 -3.41812 0.75271
H: -5.07207 -4.88673 1.12186
O: -4.92905 -3.90871 1.35219
H: -1.45813 -0.70282 4.86039
H: -2.36106 -0.16836 3.49861
O: -1.45533 -0.35591 3.93907

Computed properties:
**Gap between HOMO and LUMO**: 9.283 eV
**HOMO level**: -8.55 eV
**ΔE to the lowest compared entry with this formula, charge and spin**: 222.4 kJ/mol
**Largest force on an atom**: 0.05960 Eh/bohr
**SMILES**: NCCN.O.O.O

Record 2
ORCA calculation (ωB97M-V/def2-TZVPD) on one molecule with the formula C2H3OPS in a non-equilibrium geometry.

Atoms and positions in Å:
C: -0.52808 0.02475 -0.91530
C: 0.39749 -0.75541 0.39332
O: -0.94919 -0.54903 -1.82557
P: -0.33828 1.85395 -0.64150
S: -0.51342 2.13016 1.25174
H: 1.48988 -0.69473 0.06377
H: 0.40422 -0.18871 1.33894
H: 0.03739 -1.82097 0.33460

Computed properties:
**Gap between HOMO and LUMO**: 6.635 eV
**HOMO level**: -8.64 eV
**ΔE to the lowest compared entry with this formula, charge and spin**: 103.2 kJ/mol
**Largest force on an atom**: 0.12300 Eh/bohr
**SMILES**: CC(=O)P=S

> Look up the ΔE to the lowest compared entry with this formula, charge and spin of the second one.

103.2 kJ/mol